Formula: C55H49MoN4O5PTe
Source: the Open Molecules 2025 dataset
Level of theory: ωB97M-V/def2-TZVPD

```
116
Properties=species:S:1:pos:R:3:forces:R:3
Mo 0.532002 -0.231109 0.375355 -3.746 -1.374 2.017
C 3.162885 2.120723 2.996540 0.294 0.189 0.678
C 2.639076 1.521070 1.856819 -0.139 -0.716 -0.572
N 1.923569 0.403882 1.873823 1.157 1.218 0.813
C 1.696256 -0.158009 3.095733 -0.003 -0.013 0.228
C 2.189434 0.377424 4.306167 -0.096 -0.068 -0.275
C 2.950851 1.559973 4.231513 -0.066 0.070 -0.460
C 1.864340 -0.281058 5.509259 -0.171 -0.201 0.310
C 1.042120 -1.377282 5.489339 0.262 0.254 0.152
C 0.541996 -1.901374 4.287698 -0.046 0.091 -0.446
C 0.887636 -1.322343 3.080234 -0.043 -0.159 -0.012
N 0.533907 -1.695866 1.788425 -0.014 -0.901 1.003
C 0.711037 -3.013668 1.390625 -0.035 -0.283 0.233
C 0.627747 -4.179072 2.135733 -0.105 0.523 -0.024
C 0.904109 -5.418379 1.547183 0.071 -0.291 -0.418
C 1.256501 -5.527118 0.228599 -0.022 -0.178 0.234
C 1.417911 -4.363700 -0.548274 -0.132 0.249 0.119
C 1.843237 -4.368876 -1.887080 0.053 0.427 -0.047
C 2.094673 -3.163138 -2.492338 0.118 -0.614 -0.196
C 1.907275 -1.978813 -1.790937 -0.190 0.502 0.579
N 1.408999 -1.913697 -0.559403 0.765 -1.648 -1.271
C 1.159047 -3.111275 0.050920 0.098 -0.172 0.047
H 3.739936 3.029403 2.892061 -0.032 0.015 -0.040
H 2.812520 1.950702 0.883268 -0.027 0.024 0.014
H 3.336838 2.020765 5.131377 0.018 -0.022 0.029
H 2.251974 0.099582 6.445708 -0.026 0.046 -0.013
H 0.761771 -1.854047 6.419966 0.012 0.008 0.009
H -0.166163 -2.712841 4.331823 0.008 -0.038 -0.046
H 0.345955 -4.159132 3.175612 -0.008 0.002 -0.043
H 0.818184 -6.313873 2.148770 -0.035 0.008 0.017
H 1.435729 -6.494649 -0.221931 -0.002 0.007 -0.007
H 1.985406 -5.305553 -2.409657 0.017 -0.019 0.004
H 2.462706 -3.113128 -3.508179 0.008 0.027 0.012
H 2.210693 -1.044124 -2.225324 -0.185 0.012 -0.082
O 1.460654 0.744578 -0.803122 2.760 2.582 -2.427
C 1.805546 1.480267 -1.950388 -0.183 -0.030 -0.745
C 0.699911 1.311834 -3.027255 0.010 -0.121 0.459
C -0.648611 1.837808 -2.608478 -0.088 0.037 -0.121
C -1.428625 2.548421 -3.510056 -0.037 0.067 -0.001
C -2.722445 2.887235 -3.142917 0.068 -0.068 0.016
C -3.164379 2.551172 -1.878536 -0.007 0.013 0.019
C -2.288038 1.917309 -0.996366 -0.077 0.079 -0.214
C -2.718759 1.622175 0.409388 0.427 0.030 -0.017
C -1.672848 1.830676 1.526978 -0.203 0.319 -0.055
O -0.527673 1.033022 1.365594 -0.729 0.652 0.776
C -1.267054 3.312732 1.698304 0.087 -0.064 -0.044
C -0.456571 3.635693 2.787921 0.161 0.046 -0.062
C -0.218952 4.954152 3.138613 0.044 -0.078 0.040
C -0.779234 5.985060 2.395457 -0.039 0.099 -0.077
C -1.529333 5.679459 1.273288 -0.050 0.015 0.070
C -1.774539 4.353835 0.930184 0.009 -0.067 0.080
C -2.387956 1.517224 2.862090 0.110 -0.270 -0.107
C -3.629830 2.071584 3.165391 -0.031 -0.005 -0.002
C -4.260293 1.786435 4.365942 -0.020 0.035 -0.027
C -3.651433 0.960149 5.299962 0.001 -0.004 0.095
C -2.397612 0.440447 5.026366 0.039 -0.002 -0.036
C -1.774927 0.721110 3.817003 -0.082 -0.002 -0.019
N -1.074964 1.541125 -1.383669 0.064 -0.068 0.107
C 1.917255 2.976560 -1.651930 0.052 -0.086 0.296
C 1.492749 3.502704 -0.442297 -0.052 -0.028 -0.112
C 1.630944 4.859462 -0.181430 0.018 0.037 0.038
C 2.169135 5.704109 -1.137676 -0.010 0.049 0.028
C 2.574863 5.186117 -2.360230 -0.015 -0.029 -0.056
C 2.457955 3.829295 -2.611445 -0.037 0.033 -0.055
C 3.173409 1.013130 -2.480345 -0.077 -0.086 -0.037
C 3.347709 0.459530 -3.745081 -0.043 0.096 0.004
C 4.603107 0.055382 -4.180663 0.039 -0.041 -0.055
C 5.708408 0.195814 -3.359018 -0.015 -0.034 -0.030
C 5.545215 0.740827 -2.093621 0.002 0.029 0.082
C 4.292549 1.145754 -1.664006 0.039 -0.018 -0.007
H 1.001602 1.828301 -3.937643 0.034 -0.078 -0.035
H 0.581878 0.244839 -3.240968 0.045 -0.014 -0.088
H -1.035106 2.821988 -4.480298 0.003 -0.053 -0.017
H -3.373396 3.406478 -3.834948 -0.001 -0.002 0.001
H -4.176374 2.777050 -1.567857 0.013 0.077 0.059
H -3.611855 2.203259 0.630473 0.019 -0.016 -0.033
H -2.992706 0.581262 0.469537 -0.205 -0.455 -0.015
H -0.032756 2.835289 3.384010 -0.040 -0.006 0.027
H 0.380124 5.180618 4.012441 0.016 -0.019 -0.009
H -0.636649 7.016769 2.691579 0.059 -0.005 -0.023
H -1.954022 6.470835 0.668192 0.014 0.007 0.005
H -2.382524 4.158204 0.060965 -0.059 -0.063 -0.050
H -4.111951 2.751363 2.473975 -0.008 -0.016 0.015
H -5.231621 2.217340 4.574368 0.008 0.009 0.005
H -4.143403 0.744284 6.240017 -0.004 -0.015 -0.013
H -1.889571 -0.186440 5.749324 -0.016 -0.007 0.023
H -0.796373 0.327181 3.609948 0.057 -0.093 -0.043
H 1.044659 2.848064 0.291814 -0.115 0.089 -0.038
H 1.312126 5.248946 0.774850 -0.065 0.025 0.038
H 2.267807 6.763252 -0.935649 0.008 -0.005 0.005
H 2.988116 5.837098 -3.120354 0.014 0.006 0.017
H 2.796173 3.433823 -3.562823 0.026 -0.023 0.024
H 2.504800 0.329650 -4.411165 0.011 0.007 0.015
H 4.708665 -0.372084 -5.169931 0.020 0.010 0.001
H 6.687920 -0.112687 -3.699962 -0.003 -0.012 0.002
H 6.398580 0.859057 -1.437903 0.002 -0.003 -0.008
H 4.191902 1.584819 -0.681606 -0.046 0.024 0.052
C -4.062720 -3.739372 2.420333 0.053 0.099 -0.108
C -3.042648 -2.620265 2.293309 -0.049 -0.148 0.132
O -3.223460 -1.840008 1.107496 0.320 -0.194 -0.455
P -2.435979 -2.099876 -0.292293 -0.484 1.076 -0.128
O -1.187664 -1.226920 -0.349890 -0.111 -0.260 0.003
Te -2.385429 -4.330335 -0.987521 0.301 -0.046 0.139
O -3.442064 -1.246605 -1.225671 0.084 -0.107 0.081
C -4.795344 -1.675279 -1.389669 -0.208 0.002 -0.135
C -5.509336 -0.671826 -2.272197 0.212 -0.074 0.111
H -4.069574 -4.111634 3.447236 -0.007 0.016 -0.010
H -3.822087 -4.560687 1.748174 -0.043 0.009 -0.020
H -5.059297 -3.371579 2.172483 -0.017 0.024 0.071
H -2.034653 -3.028824 2.306003 0.217 -0.054 0.050
H -3.145477 -1.916632 3.118291 0.061 0.086 0.019
H -5.281058 -1.738404 -0.411924 0.065 -0.008 0.013
H -4.805196 -2.670640 -1.841870 0.026 0.015 0.034
H -5.469912 0.317809 -1.816126 -0.061 0.038 -0.034
H -6.550189 -0.970986 -2.395944 -0.024 0.038 -0.021
H -5.033747 -0.622288 -3.251891 -0.021 0.019 -0.010
```
Forces are in eV/Å.

## Properties
Frontier orbital gap (alpha / beta) ... 6.33 / 6.17 eV
Lowest unoccupied orbital energy (alpha / beta) ... -0.4335 / -0.6449 eV
HOMO energy (alpha / beta) ... -0.24872 / -0.25052 Eh
2S+1 ... 3


Formula: C55H51AsCl2N9O4ReS3
Source: the Open Molecules 2025 dataset
Level of theory: ωB97M-V/def2-TZVPD

```
126
Properties=species:S:1:pos:R:3:forces:R:3
Re -0.603444 -1.870328 0.111798 -2.344 2.458 -0.279
N -0.240338 -2.747065 -3.244031 -0.311 -0.222 0.282
C -1.102141 -3.484621 -2.529011 0.291 -0.049 -0.884
N -1.317398 -3.299741 -1.240346 0.201 0.836 0.803
C -2.188262 -4.248999 -0.713857 -0.245 -0.535 -0.211
C -2.655076 -5.132455 -1.616474 -0.028 0.206 0.179
S -2.003887 -4.808402 -3.182595 0.117 0.276 0.060
C -2.300687 -4.228999 0.730184 -0.421 -0.537 -0.059
C -3.026536 -5.005436 1.557569 0.187 0.280 -0.317
S -2.562773 -4.738301 3.195303 0.240 0.259 0.096
C -1.398218 -3.574606 2.670591 0.137 -0.078 1.399
N -1.403603 -3.365825 1.368224 0.522 0.979 -1.405
N -0.577771 -2.946869 3.522824 -0.245 -0.276 -0.418
H 0.145439 -1.909540 -2.822267 -0.042 0.120 -0.132
H -0.114594 -2.923861 -4.225320 0.049 0.062 -0.071
H -3.320744 -5.964628 -1.463181 0.005 -0.038 0.016
H -3.778135 -5.738716 1.318172 0.004 -0.015 -0.067
H -0.543089 -3.254512 4.481092 0.035 0.072 0.103
H 0.272896 -2.559885 3.144020 0.126 0.113 0.073
Cl 4.631235 3.863924 -3.770308 -0.132 0.057 0.011
C 5.421303 3.271975 -2.356730 -0.187 -0.494 0.295
C 6.805352 3.304641 -2.323286 0.155 0.062 0.058
C 7.499562 2.673335 -1.307053 -0.005 -0.070 0.053
C 6.817269 1.967638 -0.324344 0.184 -0.027 -0.101
C 5.440834 1.949484 -0.348277 0.007 0.747 -0.543
Cl 4.584362 1.118439 0.902558 -0.165 -0.254 0.415
C 4.695463 2.638146 -1.329460 0.219 -0.017 0.125
N 3.306726 2.546200 -1.246268 0.494 -1.905 0.080
C 2.353455 3.489617 -1.350987 -1.095 1.123 0.187
C 2.686135 4.857817 -1.526899 0.006 -0.963 0.154
C 1.710930 5.809583 -1.638135 -0.766 -0.040 0.107
C 0.369280 5.440375 -1.510465 -0.024 -0.008 0.067
C 0.035648 4.114720 -1.249714 -0.051 0.752 -0.148
C 0.982084 3.111145 -1.171069 1.105 0.317 -0.389
C 0.490642 1.760183 -0.706076 0.101 -0.375 -0.267
C 0.959930 0.423460 -1.283968 2.008 2.384 0.289
O 2.136331 0.218261 -1.589259 -1.384 -1.086 0.053
O 0.045984 -0.484617 -1.369527 -1.366 -3.292 1.219
H 7.339447 3.807318 -3.117347 -0.025 0.007 -0.020
H 8.579864 2.707543 -1.291107 0.000 0.001 -0.005
H 7.353925 1.445987 0.455244 -0.001 0.016 0.046
H 2.954124 1.572811 -1.120521 0.611 1.244 -0.234
H 3.723820 5.149626 -1.543351 0.083 -0.046 -0.097
H 1.981623 6.843314 -1.800747 -0.015 0.034 0.017
H -0.407549 6.190925 -1.565840 -0.009 -0.009 -0.022
H -0.999598 3.861064 -1.073564 -0.171 -0.024 -0.033
H -0.595702 1.752271 -0.762487 -0.105 0.047 0.115
H 0.751589 1.668931 0.353837 -0.156 -0.217 -0.315
O 0.176997 -0.422203 1.612968 0.004 -1.111 -1.204
S -0.586119 0.222956 2.783349 0.348 1.107 1.042
C -0.165411 1.973643 2.698483 -0.312 -0.082 -0.108
C -1.109816 2.875153 3.163387 -0.193 -0.243 -0.035
C -0.771546 4.217865 3.263680 0.067 0.061 0.015
C 0.497551 4.642235 2.899500 -0.096 -0.018 0.017
C 1.426500 3.733207 2.404057 0.015 -0.062 0.001
C 1.099211 2.391293 2.307911 0.222 -0.052 0.292
C 0.440126 -0.088778 4.241040 -0.161 -0.322 -0.217
C 1.804547 -0.292277 4.112894 0.087 -0.042 -0.279
C 2.576376 -0.429135 5.256850 -0.034 0.011 0.029
C 1.979102 -0.378364 6.509835 -0.030 0.023 0.010
C 0.605639 -0.208975 6.623183 0.037 0.067 0.017
C -0.171996 -0.053555 5.484393 -0.219 -0.031 -0.065
H -2.092749 2.531533 3.463469 -0.031 0.038 0.000
H -1.495198 4.929305 3.637221 -0.008 -0.017 0.007
H 0.768516 5.683390 3.011777 -0.014 0.002 -0.064
H 2.416385 4.064318 2.117827 -0.026 -0.014 -0.044
H 1.828694 1.673707 1.955581 0.129 0.042 0.056
H 2.259248 -0.341104 3.130756 0.043 0.036 0.001
H 3.647138 -0.555004 5.170921 -0.002 -0.033 -0.009
H 2.585932 -0.461908 7.400994 -0.002 -0.046 -0.001
H 0.142147 -0.181725 7.599875 -0.015 0.017 -0.009
H -1.241015 0.106223 5.566157 -0.006 -0.018 0.034
C 5.330650 -2.449771 1.127772 0.114 -0.197 -0.049
C 5.596444 -2.909780 -0.305195 -0.151 0.282 0.066
C 5.709414 -1.713887 -1.249360 0.055 -0.154 0.031
C 4.534661 -3.920486 -0.781338 0.866 -0.025 -0.095
N 3.197078 -3.615113 -0.291665 -0.806 0.420 -0.221
C 2.343640 -2.662578 -0.660387 0.439 -0.076 -0.045
N 1.261346 -2.800120 0.090890 0.305 -0.042 0.042
N 1.488838 -3.848969 0.922590 -0.143 -0.408 0.296
N 2.638905 -4.331957 0.692135 -0.122 0.133 0.154
H 6.184055 -1.879288 1.491947 -0.066 0.035 0.021
H 5.176045 -3.292903 1.802844 0.018 -0.021 0.044
H 4.455185 -1.797647 1.168202 0.003 0.048 0.053
H 6.546401 -3.447239 -0.321625 -0.045 -0.090 -0.051
H 4.786456 -1.126532 -1.267958 0.020 0.079 0.003
H 5.947384 -2.031943 -2.265122 -0.035 0.010 -0.027
H 6.516058 -1.060264 -0.916003 -0.094 0.075 -0.020
H 4.768599 -4.914033 -0.405662 -0.175 -0.035 -0.002
H 4.499529 -3.947428 -1.869943 -0.092 -0.088 0.017
H 2.509834 -1.893319 -1.398943 0.018 0.131 -0.084
O -2.468457 -0.859878 0.168130 2.986 -1.520 0.380
As -3.612867 -0.358028 -0.977204 -1.593 0.906 -1.257
C -4.893836 0.680264 -0.004224 0.194 -0.184 0.160
C -4.729036 0.939847 1.349428 0.142 -0.039 -0.031
C -5.710711 1.649787 2.025217 -0.031 0.007 0.036
C -6.842235 2.083850 1.349866 -0.001 0.043 -0.013
C -7.001867 1.821332 -0.005715 0.013 -0.057 0.008
C -6.027720 1.112867 -0.688105 0.133 -0.073 -0.111
C -2.972418 0.788906 -2.402220 0.093 -0.336 0.424
C -2.410068 0.272642 -3.563544 0.131 -0.097 0.046
C -2.017173 1.128950 -4.578916 -0.010 -0.118 -0.033
C -2.196503 2.498855 -4.439068 -0.050 0.024 0.021
C -2.766470 3.013631 -3.284082 -0.014 0.022 0.004
C -3.148746 2.160970 -2.258145 -0.126 0.048 0.193
C -4.655820 -1.813979 -1.706112 0.369 0.088 0.193
C -4.963073 -1.900627 -3.059965 0.187 0.142 -0.082
C -5.860171 -2.864675 -3.498352 -0.038 -0.048 0.023
C -6.457282 -3.721648 -2.585083 0.020 -0.004 -0.065
C -6.158040 -3.624310 -1.231558 0.013 -0.062 0.058
C -5.258039 -2.670500 -0.787847 0.097 -0.002 0.095
H -3.840920 0.582314 1.857556 -0.031 0.028 0.068
H -5.602336 1.858008 3.081058 0.009 -0.003 0.006
H -7.609406 2.629058 1.882879 0.004 0.007 -0.004
H -7.889306 2.157756 -0.523879 0.008 0.011 -0.006
H -6.140652 0.894068 -1.744809 -0.093 0.041 0.012
H -2.291716 -0.795254 -3.671554 0.101 -0.126 -0.089
H -1.590885 0.729702 -5.489998 0.004 0.002 0.017
H -1.906013 3.165121 -5.240503 0.010 -0.004 0.018
H -2.927224 4.079522 -3.190784 0.036 -0.016 0.044
H -3.603535 2.553865 -1.355326 0.034 0.082 -0.075
H -4.534905 -1.202024 -3.767420 -0.028 -0.044 -0.013
H -6.106752 -2.934106 -4.549322 -0.006 0.025 0.007
H -7.174499 -4.454818 -2.929552 0.004 -0.017 0.019
H -6.646168 -4.284908 -0.526889 0.004 0.034 0.031
H -5.031637 -2.576424 0.269205 -0.076 -0.024 0.013
```
Forces are in eV/Å.

## Properties
Charge ... +3
Frontier orbital gap (alpha / beta) ... 2.22 / 2.82 eV
Lowest unoccupied orbital energy (alpha / beta) ... -10.4228 / -9.8707 eV
HOMO energy (alpha / beta) ... -0.46464 / -0.46651 Eh
2S+1 ... 2
Energy above the lowest of the compared OMol25 structures with the same formula, charge and spin ... 96.3 kJ/mol